(1)
{
  "formula": "C4H11N2O",
  "method": "the ωB97M-V functional and the def2-TZVPD basis",
  "symbols": ["C", "C", "C", "N", "N", "C", "O", "H", "H", "H", "H", "H", "H", "H", "H", "H", "H", "H"],
  "xyz": [[-0.823, 1.393, 0.585], [0.003, 0.170, 0.171], [1.514, 0.424, -0.427], [2.644, 0.333, 0.593], [-0.842, -0.482, -0.898], [-2.093, -1.346, -0.342], [-2.855, -0.904, 0.631], [-1.689, 0.933, 0.975], [-0.934, 2.028, -0.336], [-0.220, 1.971, 1.287], [0.105, -0.461, 1.072], [1.775, -0.272, -1.295], [1.467, 1.470, -0.769], [2.769, -0.510, 1.129], [3.511, 0.310, 0.072], [-0.229, -1.277, -1.126], [-2.572, -1.605, -1.356], [-1.532, -2.173, 0.035]],
  "mulliken_charge": [-1.5935, 0.5934, -0.4531, -0.6215, -0.6293, -0.3753, -0.8228, 0.4365, 0.3114, 0.3258, 0.1878, 0.2889, 0.2048, 0.2115, 0.2154, 0.2554, 0.2081, 0.2564],
  "mol_weight_g_mol": 103.145,
  "e_above_lowest_kj_mol": 192.95,
  "gap_ha": 0.2321,
  "e_tot_ev": -9352.490,
  "charge": -1,
  "smiles": "C[C@H](CN)NC[O-]",
  "homo_energy_ev": -2.53
}

=====

(2)
{
  "formula": "C4H11N2O",
  "method": "the ωB97M-V functional and the def2-TZVPD basis",
  "symbols": ["N", "C", "C", "N", "C", "C", "O", "H", "H", "H", "H", "H", "H", "H", "H", "H", "H", "H"],
  "xyz": [[-2.457, -0.432, -1.099], [-1.656, 0.763, -1.307], [-0.857, 1.242, -0.114], [0.090, 0.269, 0.269], [1.167, 0.415, 1.185], [1.992, -0.954, 1.079], [1.870, -1.561, -0.094], [-1.871, -1.204, -0.804], [-3.089, -0.268, -0.320], [-2.345, 1.564, -1.575], [-0.992, 0.667, -2.168], [-0.411, 2.207, -0.401], [-1.594, 1.441, 0.688], [0.257, -0.508, -0.370], [1.870, 1.222, 0.883], [0.834, 0.591, 2.216], [1.678, -1.538, 1.986], [3.044, -0.638, 1.338]],
  "mulliken_charge": [-0.6332, -0.8520, -0.4760, 0.0013, -0.6570, -0.3112, -0.9005, 0.3179, 0.2290, 0.3782, 0.3834, 0.2629, 0.2344, 0.1799, 0.2716, 0.2526, 0.1334, 0.1853],
  "mol_weight_g_mol": 103.145,
  "e_above_lowest_kj_mol": 119.39,
  "gap_ha": 0.2378,
  "e_tot_ev": -9353.253,
  "charge": -1,
  "smiles": "NCCNCC[O-]",
  "homo_energy_ev": -2.47
}